Formula: C4H5FO
Source: the Open Molecules 2025 dataset
Level of theory: the ωB97M-V functional and the def2-TZVPD basis

```
! wB97M-V def2-TZVPD RIJCOSX def2/J DEFGRID3
* xyz 0 1
O 1.12 -0.74 2.02
C 0.56 -0.49 0.98
C 0.92 0.53 -0.24
C -0.60 0.57 -0.56
F -0.95 0.55 -1.97
C -0.78 -0.78 0.37
H 1.50 -0.03 -0.95
H 1.38 1.51 -0.13
H -1.02 1.53 -0.27
H -0.58 -1.71 -0.32
H -1.54 -0.93 1.08
*
```

Calculated values
strongest force on any atom	3.4	eV/Å
HOMO energy	-0.3632	hartree
energy	-330.4630	Eh
ΔE to the lowest compared entry with this formula, charge and spin	65.1	kJ/mol
gap between HOMO and LUMO	10.8	eV
lowest unoccupied orbital energy	0.889	eV

What are the natural (NBO) partial charges on each atom? They are as follows, in elementary charge units: -0.50 0.62 -0.56 0.21 -0.38 -0.54 0.24 0.23 0.19 0.26 0.24

---

Formula: C4H5FO2
Source: the Open Molecules 2025 dataset
Level of theory: the ωB97M-V functional and the def2-TZVPD basis

```
! wB97M-V def2-TZVPD RIJCOSX def2/J DEFGRID3
* xyz 0 1
C 2.45 0.68 0.12
C 2.86 -0.27 -0.81
C -0.27 0.19 0.87
C 0.45 -0.20 -0.34
O 2.38 1.64 0.82
O 3.21 -1.41 -0.63
F 2.79 0.21 -2.17
H -1.38 0.58 0.68
H 0.29 0.94 1.45
H -0.57 -0.59 1.51
H 0.33 0.25 -1.37
H 0.77 -1.19 -0.35
*
```

Calculated values
strongest force on any atom	4.1	eV/Å
HOMO energy (alpha / beta)	-0.3325 / -0.3325	hartree
energy	-405.6312	Eh
ΔE to the lowest compared entry with this formula, charge and spin	356.8	kJ/mol
gap between HOMO and LUMO (alpha / beta)	8.7 / 8.7	eV
lowest unoccupied orbital energy (alpha / beta)	-0.370 / -0.370	eV

What are the natural (NBO) partial charges on each atom? They are as follows, in elementary charge units: 0.55 0.67 -0.69 -0.34 -0.41 -0.54 -0.36 0.22 0.24 0.23 0.23 0.20

---

Formula: C4H5FO2S
Source: the Open Molecules 2025 dataset
Level of theory: the ωB97M-V functional and the def2-TZVPD basis

```
! wB97M-V def2-TZVPD RIJCOSX def2/J DEFGRID3
* xyz 0 1
C 2.17 -0.87 -0.39
C 0.93 -0.60 0.09
C 0.53 0.82 0.24
C -0.70 1.29 0.26
S -1.85 -0.11 0.12
O -2.32 -0.56 1.39
O -1.46 -1.01 -0.90
F -3.07 0.75 -0.60
H 2.78 -0.08 -0.74
H 2.57 -1.89 -0.35
H 0.13 -1.36 0.32
H 1.42 1.42 0.40
H -1.14 2.20 0.18
*
```

Calculated values
strongest force on any atom	4.4	eV/Å
HOMO energy	-0.3688	hartree
energy	-803.8648	Eh
ΔE to the lowest compared entry with this formula, charge and spin	223.0	kJ/mol
gap between HOMO and LUMO	10.0	eV
lowest unoccupied orbital energy	-0.056	eV

What are the natural (NBO) partial charges on each atom? They are as follows, in elementary charge units: -0.33 -0.25 -0.15 -0.45 2.33 -0.87 -0.89 -0.51 0.19 0.21 0.24 0.23 0.25

---

Formula: C4H5FOS
Source: the Open Molecules 2025 dataset
Level of theory: the ωB97M-V functional and the def2-TZVPD basis

```
! wB97M-V def2-TZVPD RIJCOSX def2/J DEFGRID3
* xyz 0 1
F -2.69 -0.34 -0.58
C -1.61 -0.50 0.28
C -0.45 0.39 0.44
O 0.19 1.22 -0.73
C 1.58 0.66 -0.08
S 1.37 -1.24 -0.31
C -0.34 -0.81 -0.41
H -2.06 -0.97 1.25
H 0.16 0.29 1.33
H 2.44 1.01 -0.71
H 1.82 0.93 1.03
H -0.41 -0.64 -1.51
*
```

Calculated values
strongest force on any atom	6.9	eV/Å
HOMO energy	-0.3326	hartree
energy	-728.4646	Eh
ΔE to the lowest compared entry with this formula, charge and spin	584.1	kJ/mol
gap between HOMO and LUMO	9.6	eV
lowest unoccupied orbital energy	0.548	eV

What are the natural (NBO) partial charges on each atom? They are as follows, in elementary charge units: -0.33 0.21 -0.03 -0.49 -0.24 0.19 -0.44 0.21 0.22 0.22 0.20 0.26

---

Formula: C4H5FOS
Source: the Open Molecules 2025 dataset
Level of theory: the ωB97M-V functional and the def2-TZVPD basis

```
! wB97M-V def2-TZVPD RIJCOSX def2/J DEFGRID3
* xyz 0 1
F -0.51 1.57 0.36
C -1.25 0.47 0.80
C -0.89 -0.78 0.07
C 0.06 -0.99 -0.82
O 1.01 -0.09 -1.28
C 1.80 0.52 -0.39
S 2.91 1.62 -0.80
H -1.07 0.36 1.87
H -2.34 0.72 0.65
H -1.56 -1.63 0.27
H 0.14 -1.97 -1.35
H 1.69 0.20 0.62
*
```

Calculated values
strongest force on any atom	1.4	eV/Å
HOMO energy	-0.3237	hartree
energy	-728.6437	Eh
ΔE to the lowest compared entry with this formula, charge and spin	113.9	kJ/mol
gap between HOMO and LUMO	9.3	eV
lowest unoccupied orbital energy	0.480	eV

What are the natural (NBO) partial charges on each atom? They are as follows, in elementary charge units: -0.36 0.02 -0.30 0.12 -0.48 0.05 -0.03 0.18 0.19 0.23 0.20 0.17

---

Formula: C4H5FOS2
Source: the Open Molecules 2025 dataset
Level of theory: the ωB97M-V functional and the def2-TZVPD basis

```
! wB97M-V def2-TZVPD RIJCOSX def2/J DEFGRID3
* xyz 0 1
C -2.09 -0.16 0.77
S -1.43 0.25 -0.82
C 0.36 0.43 -0.60
C 0.99 1.60 -0.32
F 2.34 2.00 -0.29
C 0.94 -0.95 -0.61
O 0.18 -1.87 -0.87
S 2.64 -0.92 0.04
H -1.55 -1.07 1.49
H -3.22 -0.50 0.61
H -2.29 0.90 1.44
H 0.52 2.51 -0.55
H 2.60 -2.24 -0.30
*
```

Calculated values
strongest force on any atom	4.5	eV/Å
HOMO energy	-0.3269	hartree
energy	-1126.7830	Eh
ΔE to the lowest compared entry with this formula, charge and spin	224.6	kJ/mol
gap between HOMO and LUMO	8.5	eV
lowest unoccupied orbital energy	-0.350	eV

What are the natural (NBO) partial charges on each atom? They are as follows, in elementary charge units: -0.83 0.30 -0.38 0.30 -0.33 0.40 -0.53 -0.01 0.25 0.26 0.23 0.19 0.16

---

Formula: C4H5FS
Source: the Open Molecules 2025 dataset
Level of theory: the ωB97M-V functional and the def2-TZVPD basis

```
! wB97M-V def2-TZVPD RIJCOSX def2/J DEFGRID3
* xyz 0 1
C -1.22 -0.77 -0.58
C -0.52 -0.29 0.69
C 0.65 0.37 0.77
F 1.08 0.69 2.02
C 1.48 0.99 -0.24
S 1.27 0.82 -1.88
H -2.14 -1.26 -0.22
H -1.48 0.09 -1.21
H -0.63 -1.48 -1.18
H -0.87 -0.64 1.66
H 2.38 1.48 0.17
*
```

Calculated values
strongest force on any atom	1.6	eV/Å
HOMO energy	-0.3302	hartree
energy	-653.4140	Eh
ΔE to the lowest compared entry with this formula, charge and spin	70.8	kJ/mol
gap between HOMO and LUMO	7.9	eV
lowest unoccupied orbital energy	-1.090	eV

What are the natural (NBO) partial charges on each atom? They are as follows, in elementary charge units: -0.66 -0.14 0.27 -0.34 -0.31 0.03 0.22 0.24 0.24 0.22 0.22

---

Formula: C4H5I
Source: the Open Molecules 2025 dataset
Level of theory: the ωB97M-V functional and the def2-TZVPD basis

```
! wB97M-V def2-TZVPD RIJCOSX def2/J DEFGRID3
* xyz 0 1
C 0.85 -0.84 0.51
C 2.02 -0.57 0.26
I 3.74 0.38 -0.04
H -0.12 -1.33 0.81
C -1.42 0.81 0.14
C -0.79 -0.09 -0.56
H -2.45 0.82 0.51
H -0.77 1.55 0.71
H -1.16 -0.88 -1.25
H 0.11 0.14 -1.09
*
```

Calculated values
strongest force on any atom	5.4	eV/Å
HOMO energy	-0.3082	hartree
energy	-452.9058	Eh
ΔE to the lowest compared entry with this formula, charge and spin	373.8	kJ/mol
gap between HOMO and LUMO	8.8	eV
lowest unoccupied orbital energy	0.418	eV

What are the natural (NBO) partial charges on each atom? They are as follows, in elementary charge units: -0.27 -0.32 0.29 0.29 -0.39 -0.44 0.20 0.19 0.22 0.23

---

Formula: C4H5I
Source: the Open Molecules 2025 dataset
Level of theory: the ωB97M-V functional and the def2-TZVPD basis

```
! wB97M-V def2-TZVPD RIJCOSX def2/J DEFGRID3
* xyz 0 1
C -0.50 -0.23 -0.07
C -1.36 -1.29 0.00
C -0.03 1.13 0.51
C 0.64 0.38 -0.57
I 3.70 -0.01 -0.07
H -1.21 -2.20 -0.61
H -2.16 -1.54 0.67
H -0.73 1.97 0.20
H 0.51 1.19 1.51
H 1.12 0.60 -1.56
*
```

Calculated values
strongest force on any atom	3.0	eV/Å
HOMO energy (alpha / beta)	-0.3172 / -0.3172	hartree
energy	-452.9308	Eh
ΔE to the lowest compared entry with this formula, charge and spin	308.3	kJ/mol
gap between HOMO and LUMO (alpha / beta)	5.9 / 5.9	eV
lowest unoccupied orbital energy (alpha / beta)	-2.781 / -2.780	eV

What are the natural (NBO) partial charges on each atom? They are as follows, in elementary charge units: -0.12 -0.24 -0.49 0.04 -0.38 0.21 0.22 0.24 0.27 0.26

---

Formula: C4H5IN4
Source: the Open Molecules 2025 dataset
Level of theory: the ωB97M-V functional and the def2-TZVPD basis

```
! wB97M-V def2-TZVPD RIJCOSX def2/J DEFGRID3
* xyz 0 3
C 1.42 1.17 1.25
C 0.48 -1.10 1.12
C 0.69 0.21 0.43
C 0.28 0.42 -0.83
N 2.11 1.85 1.87
N -1.53 -1.83 0.12
N -0.50 -1.89 0.98
N 0.45 1.43 -1.72
I -2.61 0.00 -0.48
H 1.18 -1.29 2.04
H -0.15 -0.45 -1.29
H -2.38 -2.33 0.41
H -0.28 1.56 -2.54
H 0.83 2.25 -1.37
*
```

Calculated values
strongest force on any atom	4.4	eV/Å
HOMO energy (alpha / beta)	-0.2495 / -0.3322	hartree
energy	-671.9564	Eh
gap between HOMO and LUMO (alpha / beta)	7.0 / 6.1	eV
lowest unoccupied orbital energy (alpha / beta)	0.164 / -2.954	eV

What are the natural (NBO) partial charges on each atom? They are as follows, in elementary charge units: 0.26 0.13 -0.34 0.16 -0.31 -0.43 -0.27 -0.75 -0.09 0.22 0.22 0.38 0.43 0.39